[1]
C4H6OS2 | ωB97M-V/def2-TZVPD

Output
- Net charge: 0
- Multiplicity: 1
- HOMO (spin up / spin down): -8.520 / -8.544 eV
- Energy relative to the best compared isomer or geometry (same formula, charge and spin): 423.3 kJ/mol
- Maximum force: 4.87 eV/Å
- Lowest unoccupied orbital energy (spin up / spin down): -0.668 / -0.721 eV
- E_tot: -27958.891 eV
- Frontier orbital gap (spin up / spin down): 7.9 / 7.8 eV

Atoms and positions in Å:
C (-0.6162, 1.2961, 0.2278)
C (-1.6688, 0.3967, 0.0849)
C (0.3634, 1.3427, -0.9848)
C (-0.2359, -1.2048, 1.1422)
O (-0.4528, 1.9652, 1.2251)
S (-2.4737, -0.3486, -1.1998)
S (-3.3012, 0.1181, 0.6945)
H (0.0147, 1.7475, -1.9440)
H (0.9299, 0.3605, -1.2780)
H (1.2138, 2.1432, -0.8556)
H (-0.7375, -2.0970, 0.7344)
H (-0.3514, -0.8260, 2.0684)
H (0.6925, -1.0460, 0.7110)


[2]
C4H6OS2 | ωB97M-V/def2-TZVPD

Output
- Net charge: 0
- Multiplicity: 1
- HOMO: -8.939 eV
- Energy relative to the best compared isomer or geometry (same formula, charge and spin): 120.9 kJ/mol
- Maximum force: 1.82 eV/Å
- Lowest unoccupied orbital energy: 0.361 eV
- E_tot: -27962.026 eV
- Frontier orbital gap: 9.3 eV

Atoms and positions in Å:
C (-0.0199, 0.0180, 0.2741)
C (-0.0782, 1.3523, -0.5023)
C (1.1221, -0.5955, -0.5850)
C (-1.3247, -0.7224, 0.0475)
H (0.1140, -0.8457, 2.5584)
H (0.5107, 2.2212, -0.1335)
H (-1.0678, 1.7113, -0.7894)
H (2.1003, -0.4146, -0.1465)
H (1.0227, -1.6582, -0.8180)
H (-1.2421, -1.8045, 0.3443)
O (-2.3460, -0.2433, -0.4064)
S (0.3479, 0.3909, 2.0586)
S (0.8609, 0.5905, -1.9017)


[3]
C4H6OS4 | ωB97M-V/def2-TZVPD

Output
- Net charge: 0
- Multiplicity: 3
- HOMO (spin up / spin down): -6.958 / -9.300 eV
- Maximum force: 3.10 eV/Å
- Lowest unoccupied orbital energy (spin up / spin down): 0.479 / -2.839 eV
- E_tot: -49629.052 eV
- Expectation value of S²: 2.007
- Frontier orbital gap (spin up / spin down): 7.4 / 6.5 eV

Atoms and positions in Å:
C (-2.2247, 0.7982, 0.3899)
C (-1.3746, -0.1663, 0.7259)
C (2.0121, 0.5511, 0.1299)
C (0.9136, -0.4291, 0.3072)
O (-0.0801, 0.1592, 1.0676)
S (1.4747, 2.1943, 0.4236)
S (3.4272, 0.0270, -0.5575)
S (0.2628, -1.1248, -1.3228)
S (1.5193, -2.0898, 1.1924)
H (-3.1657, 0.4951, 0.1220)
H (-1.5310, -1.2613, 0.5819)
H (2.6598, 2.8885, 0.2000)
H (-0.5648, -0.0226, -1.5395)
H (-1.8002, 1.8095, 0.3137)
H (2.7243, -1.7952, 1.6428)


[4]
C4H6OSn | ωB97M-V/def2-TZVPD

Output
- Net charge: +2
- Multiplicity: 1
- HOMO: -18.395 eV
- Energy relative to the best compared isomer or geometry (same formula, charge and spin): 0.0 kJ/mol
- Maximum force: 9.83 eV/Å
- Lowest unoccupied orbital energy: -11.411 eV
- E_tot: -12101.689 eV
- Frontier orbital gap: 7.0 eV

Atoms and positions in Å:
C (-1.3248, 1.0338, 0.0226)
C (-1.1120, -0.3624, 0.4497)
C (0.0228, -1.0832, 0.2013)
C (1.1466, -0.4661, -0.4315)
O (2.1982, -0.1969, 0.1999)
Sn (3.7882, 0.4838, -0.0153)
H (-1.3510, 1.6833, 0.9103)
H (-2.2909, 1.1186, -0.4965)
H (-2.0153, -0.9323, 0.6837)
H (0.1463, -2.0876, 0.6083)
H (1.1881, -0.5398, -1.5325)
H (-0.3963, 1.3488, -0.5999)